P.
{
  "formula": "C4H12S",
  "method": "ωB97M-V/def2-TZVPD",
  "homo_ev": -9.0,
  "smiles": "CCS.CC",
  "spin_multiplicity": 1,
  "orbital_gap_ev": 9.872,
  "symbols": ["C", "C", "S", "H", "H", "H", "H", "H", "H", "C", "C", "H", "H", "H", "H", "H", "H"],
  "coordinates": [[1.4451, -1.0596, 1.6917], [1.3105, 0.0186, 0.6176], [2.4296, -0.1307, -0.8023], [0.5178, -1.0991, 2.2642], [2.2000, -0.8591, 2.3993], [1.6415, -2.0312, 1.2411], [0.3130, -0.0456, 0.1932], [1.4513, 0.9982, 1.0684], [1.8731, -1.2059, -1.3711], [-3.3500, 1.3717, -0.7032], [-3.6458, 0.0438, 0.0135], [-4.2407, 2.0074, -0.7185], [-2.6932, 2.0038, -0.0994], [-2.9761, 1.1837, -1.7058], [-4.3005, 0.2892, 0.8525], [-2.7481, -0.4360, 0.3832], [-4.2382, -0.6266, -0.6082]],
  "nbo_charge": [-0.613, -0.514, -0.046, 0.208, 0.209, 0.210, 0.210, 0.222, 0.115, -0.608, -0.605, 0.203, 0.202, 0.205, 0.201, 0.200, 0.203]
}

Q.
{
  "formula": "C4H12S",
  "method": "ωB97M-V/def2-TZVPD",
  "homo_ev": -8.4,
  "smiles": "CSC.CC",
  "spin_multiplicity": 1,
  "orbital_gap_ev": 9.361,
  "symbols": ["C", "S", "C", "H", "H", "H", "H", "H", "H", "C", "C", "H", "H", "H", "H", "H", "H"],
  "coordinates": [[1.6698, 1.5421, 0.7350], [0.6856, 2.5664, 1.8622], [-0.4899, 1.4239, 2.6099], [2.6696, 1.4920, 1.0972], [1.5771, 2.0004, -0.2514], [1.3211, 0.5093, 0.7138], [-0.5260, 1.6834, 3.6680], [-0.2519, 0.3705, 2.4594], [-1.5075, 1.5424, 2.2184], [-0.1633, -1.1594, -2.2448], [-1.1151, -2.1161, -1.5251], [-0.5171, -0.8299, -3.2219], [0.7572, -1.7023, -2.4815], [0.0946, -0.3189, -1.5997], [-1.1189, -3.1027, -1.9934], [-2.1676, -1.7877, -1.5895], [-0.9177, -2.1134, -0.4569]],
  "nbo_charge": [-0.737, 0.166, -0.749, 0.218, 0.224, 0.219, 0.225, 0.220, 0.213, -0.609, -0.609, 0.206, 0.201, 0.202, 0.206, 0.200, 0.203]
}

R.
{
  "formula": "C4H12S",
  "method": "ωB97M-V/def2-TZVPD",
  "homo_ev": -8.5,
  "smiles": "CSC.CC",
  "spin_multiplicity": 1,
  "orbital_gap_ev": 9.423,
  "symbols": ["C", "S", "C", "H", "H", "H", "H", "H", "H", "C", "C", "H", "H", "H", "H", "H", "H"],
  "coordinates": [[-1.8255, 1.1312, 1.9844], [-2.3857, -0.1032, 3.1598], [-1.3989, -1.5069, 2.5970], [-2.3872, 2.0467, 2.1285], [-2.0259, 0.8093, 0.9600], [-0.7638, 1.3664, 2.1220], [-1.5640, -1.6687, 1.5295], [-1.7571, -2.3475, 3.1784], [-0.3410, -1.3703, 2.7867], [1.1010, 0.1792, -2.2440], [2.4895, 0.2074, -2.8664], [0.4214, 0.7997, -2.8330], [1.1182, 0.6618, -1.2650], [0.7086, -0.8302, -2.1288], [2.8916, 1.2123, -2.9737], [2.4946, -0.2510, -3.8601], [3.2242, -0.3363, -2.2754]],
  "nbo_charge": [-0.754, 0.189, -0.740, 0.231, 0.211, 0.212, 0.212, 0.229, 0.210, -0.606, -0.605, 0.202, 0.199, 0.204, 0.203, 0.201, 0.201]
}

Stability check: which of them is least stable? Q.

P.
{
  "formula": "C4H12S",
  "method": "ωB97M-V/def2-TZVPD",
  "homo_ev": -9.1,
  "smiles": "CCC.CS",
  "spin_multiplicity": 1,
  "orbital_gap_ev": 10.020,
  "symbols": ["C", "C", "C", "H", "H", "H", "H", "H", "H", "H", "H", "C", "S", "H", "H", "H", "H"],
  "coordinates": [[-2.9003, 2.6925, -0.4009], [-1.6401, 1.8127, -0.3387], [-1.0319, 1.4002, -1.7372], [-3.6519, 2.1273, -0.9708], [-2.9977, 2.9065, 0.6633], [-2.6913, 3.5651, -1.0920], [-0.7679, 2.3411, -0.0441], [-1.7578, 0.9427, 0.2261], [0.1926, 1.3011, -1.6049], [-1.2286, 2.2585, -2.3774], [-1.4480, 0.4523, -2.0674], [2.9209, -1.6007, 0.3396], [1.2397, -2.2515, 1.1061], [2.6230, -1.2695, -0.6515], [3.6378, -2.4385, 0.3524], [3.2848, -0.8458, 0.9747], [0.8788, -1.1442, 1.7164]],
  "nbo_charge": [-0.623, -0.396, -0.595, 0.209, 0.223, 0.202, 0.192, 0.192, 0.190, 0.199, 0.205, -0.654, -0.115, 0.218, 0.222, 0.213, 0.118]
}

Q.
{
  "formula": "C4H12S",
  "method": "ωB97M-V/def2-TZVPD",
  "homo_ev": -8.6,
  "smiles": "CSC.CC",
  "spin_multiplicity": 1,
  "orbital_gap_ev": 9.651,
  "symbols": ["C", "S", "C", "H", "H", "H", "H", "H", "H", "C", "C", "H", "H", "H", "H", "H", "H"],
  "coordinates": [[2.5509, -2.6040, -1.2720], [1.2522, -1.2650, -1.3502], [1.4106, -0.5082, 0.3983], [2.8784, -2.6858, -2.2497], [3.3083, -2.3644, -0.6523], [2.3167, -3.5317, -0.9510], [2.1317, 0.3428, 0.2731], [1.6915, -1.2906, 1.1134], [0.4126, -0.2845, 0.6751], [-2.4896, 1.1129, 0.6296], [-1.8667, 2.5041, 0.3437], [-3.2311, 0.6598, -0.1954], [-1.9182, 0.3972, 0.7770], [-3.0350, 1.1904, 1.5440], [-1.6431, 2.4877, -0.6569], [-2.6912, 3.0630, 0.5430], [-1.0781, 2.7763, 1.0301]],
  "nbo_charge": [-0.686, 0.105, -0.701, 0.215, 0.204, 0.201, 0.226, 0.218, 0.219, -0.556, -0.606, 0.189, 0.172, 0.191, 0.205, 0.203, 0.204]
}

Stability check: which of them is least stable? Q.

P.
{
  "formula": "C3H9NS2",
  "method": "ωB97M-V/def2-TZVPD",
  "homo_ev": -9.2,
  "smiles": "C=NC.CSS",
  "spin_multiplicity": 1,
  "orbital_gap_ev": 9.749,
  "symbols": ["C", "N", "C", "H", "H", "H", "H", "H", "C", "S", "S", "H", "H", "H", "H"],
  "coordinates": [[-0.0707, -2.3636, -0.1832], [-0.6913, -2.5685, -1.2650], [0.0705, -2.2912, -2.4855], [-0.5410, -2.6016, 0.7692], [1.0162, -2.2291, -0.1411], [1.1294, -2.5528, -2.4215], [-0.0314, -1.2344, -2.7338], [-0.3723, -2.8642, -3.2993], [0.2147, 1.2587, -1.0260], [0.7836, 1.7880, 0.6301], [-0.6055, 0.9723, 1.9126], [-0.8442, 1.0124, -0.9353], [0.6790, 0.3194, -1.3113], [0.3510, 2.0711, -1.7271], [-1.5264, 1.9700, 1.8614]],
  "nbo_charge": [-0.068, -0.380, -0.454, 0.176, 0.137, 0.181, 0.201, 0.206, -0.748, 0.077, -0.136, 0.236, 0.214, 0.230, 0.128]
}

Q.
{
  "formula": "C3H9NS2",
  "method": "ωB97M-V/def2-TZVPD",
  "homo_ev": -8.2,
  "smiles": "C=CN.CSS",
  "spin_multiplicity": 1,
  "orbital_gap_ev": 8.551,
  "symbols": ["C", "C", "N", "H", "H", "H", "H", "H", "C", "S", "S", "H", "H", "H", "H"],
  "coordinates": [[1.3842, -1.4087, -0.0491], [1.8981, -0.2706, -0.5849], [1.6318, 0.2623, -1.8797], [0.8450, -2.2096, -0.7153], [1.1172, -1.5190, 1.1153], [2.6730, 0.2524, -0.1996], [0.7393, 0.0253, -2.3060], [1.8554, 1.2975, -1.8639], [-1.8253, -0.3954, 1.5602], [-2.1332, 1.4833, 1.4278], [-1.0013, 2.3751, -0.0599], [-2.5319, -0.7566, 2.3559], [-2.0603, -0.8527, 0.6105], [-0.7112, -0.6528, 1.6284], [-1.8807, 2.3695, -1.0395]],
  "nbo_charge": [-0.563, 0.029, -0.822, 0.198, 0.214, 0.179, 0.382, 0.384, -0.721, 0.042, -0.125, 0.238, 0.215, 0.233, 0.117]
}

R.
{
  "formula": "C3H9NS2",
  "method": "ωB97M-V/def2-TZVPD",
  "homo_ev": -7.8,
  "smiles": "CSSCCN",
  "spin_multiplicity": 1,
  "orbital_gap_ev": 7.652,
  "symbols": ["C", "S", "S", "C", "C", "N", "H", "H", "H", "H", "H", "H", "H", "H", "H"],
  "coordinates": [[-0.1635, 0.0058, 2.4326], [0.8395, -1.5602, 2.3333], [1.6057, -1.3333, 0.2780], [1.1282, -0.1563, -1.0560], [-0.3240, -0.2241, -1.4776], [-1.1125, 0.9702, -1.0545], [-1.0966, -0.2389, 1.9548], [0.3787, 0.6115, 1.6924], [-0.0758, 0.3439, 3.4813], [1.2809, 0.7793, -0.4971], [1.8462, -0.2896, -1.8479], [-0.4472, -0.4649, -2.5474], [-0.7971, -1.1030, -1.0219], [-2.1130, 0.9554, -0.9456], [-0.9496, 1.7041, -1.7245]],
  "nbo_charge": [-0.720, 0.096, -0.028, -0.518, -0.252, -0.860, 0.223, 0.228, 0.236, 0.234, 0.249, 0.180, 0.208, 0.373, 0.352]
}

Stability check: which of them is least stable? Q.

P.
{
  "formula": "C7H9N2O",
  "method": "ωB97M-V/def2-TZVPD",
  "total_charge": 1,
  "homo_ev": [-10.2, -10.2],
  "spin_multiplicity": 1,
  "orbital_gap_ev": [5.793, 5.796],
  "symbols": ["C", "C", "C", "C", "C", "C", "C", "N", "N", "O", "H", "H", "H", "H", "H", "H", "H", "H", "H"],
  "coordinates": [[-1.4199, -1.8621, -0.0446], [-2.6369, -1.2368, -0.0138], [-0.0391, -1.4635, -0.0208], [-2.8922, 0.2302, 0.0461], [0.5719, -0.4263, 0.5107], [-2.2087, 1.3444, 0.0378], [2.5896, 0.4278, -0.3378], [3.8004, 0.9934, -0.1827], [1.8845, -0.1460, 0.6133], [-1.7251, 2.4374, -0.2679], [-1.5994, -2.9039, -0.0528], [-3.4871, -1.9529, 0.1176], [0.6112, -2.2270, -0.6584], [-3.8594, 0.4762, -0.2016], [2.0544, 0.4434, -1.3158], [3.9845, 1.6856, -0.8319], [4.3194, 0.9715, 0.7522], [2.1110, -0.0092, 1.6067], [-2.0590, 3.2175, 0.2435]],
  "nbo_charge": [-0.075, -0.269, -0.370, -0.327, -0.098, 0.685, 0.304, -0.761, -0.522, -0.546, 0.221, 0.250, 0.174, 0.289, 0.222, 0.412, 0.427, 0.436, 0.548]
}

Q.
{
  "formula": "C7H9N2O",
  "method": "ωB97M-V/def2-TZVPD",
  "total_charge": 1,
  "homo_ev": [-12.6, -12.6],
  "spin_multiplicity": 1,
  "orbital_gap_ev": [7.155, 7.146],
  "symbols": ["C", "C", "C", "C", "C", "C", "C", "N", "N", "O", "H", "H", "H", "H", "H", "H", "H", "H", "H"],
  "coordinates": [[-1.4166, 2.2325, 0.4770], [-0.1839, 2.9361, 0.2258], [-1.5191, 0.9274, 0.5376], [1.6330, 1.2863, 0.3015], [3.1748, -0.4915, -0.1139], [-1.5826, -0.3543, 0.6105], [-1.9527, -1.4615, -0.3355], [3.0038, -0.8491, 1.0743], [2.2717, 0.5287, -0.5770], [0.9108, 2.2690, -0.0174], [-2.3031, 2.9861, 0.6107], [-0.1668, 4.0358, -0.1210], [3.8593, -0.9588, -0.7457], [-1.1272, -0.7222, 1.5403], [-2.6216, -2.0417, 0.2593], [-0.8513, -1.9129, -0.4467], [-2.4355, -1.0841, -1.1896], [3.5058, -1.6258, 1.5665], [2.0330, 0.6467, -1.6549]],
  "nbo_charge": [-0.427, 0.346, 0.186, 0.495, 0.254, -0.191, -0.613, -0.592, -0.618, -0.389, 0.278, 0.250, 0.200, 0.273, 0.250, 0.245, 0.234, 0.399, 0.418]
}

R.
{
  "formula": "C7H9N2O",
  "method": "ωB97M-V/def2-TZVPD",
  "total_charge": 1,
  "homo_ev": -12.7,
  "smiles": "CN(C#[NH+])/C=C\\C=C=CO",
  "spin_multiplicity": 1,
  "orbital_gap_ev": 8.230,
  "symbols": ["C", "N", "C", "N", "C", "C", "C", "C", "C", "O", "H", "H", "H", "H", "H", "H", "H", "H", "H"],
  "coordinates": [[2.2454, -1.6199, 1.1372], [1.1262, -0.6969, 0.8003], [1.4076, 0.5668, 0.7870], [2.1010, 1.5050, 0.8311], [-0.1278, -1.3159, 0.4114], [-1.1552, -0.5617, 0.1072], [-1.1845, 0.8938, -0.0174], [-1.7821, 1.4980, -1.0371], [-2.3208, 2.0604, -2.0410], [-3.6652, 2.4391, -2.1627], [1.8816, -2.1767, 2.0629], [2.4240, -2.3529, 0.3227], [3.1636, -1.0633, 1.4815], [2.7537, 2.1344, 0.3996], [0.0806, -2.3775, 0.5946], [-2.0912, -0.9252, -0.1389], [-0.7005, 1.4233, 0.8421], [-1.6820, 2.2068, -2.9555], [-3.8093, 2.9923, -2.9939]],
  "nbo_charge": [-0.415, -0.432, 0.767, -0.503, -0.024, -0.183, -0.322, 0.030, 0.101, -0.664, 0.240, 0.248, 0.248, 0.480, 0.240, 0.252, 0.218, 0.214, 0.504]
}

Stability check: which of them is least stable? P.